No. 1
Entry from the OMol25 dataset: a cluster of 2 separate species, C3H3BrF2O in total at a distorted geometry (ωB97M-V/def2-TZVPD).

Calculated values
Max |F| (eV/A): 4.21
2S+1: 1
HOMO (eV): -8.6
LUMO energy (eV): -0.29
Charge: 0
Energy relative to the best compared isomer or geometry (same formula, charge and spin) (kcal/mol): 121.93

CARTESIAN COORDINATES (ANGSTROEM)
C  -2.20449  1.01256  -0.40102
C  -4.07336  0.83657  0.72997
C  -0.16547  -0.15685  -0.26735
O  -1.60896  -0.04793  -0.44508
F  -1.39908  2.06475  -0.09830
F  -4.81628  1.76373  0.15892
Br  -4.63341  -0.83656  0.09641
H  0.16139  0.58178  -1.06350
H  -0.09540  -1.26596  -0.28932
H  0.35121  0.25358  0.57226

No. 2
Entry from the OMol25 dataset: the molecule C3H3BrO at a distorted geometry (ωB97M-V/def2-TZVPD).

Calculated values
Max |F| (eV/A): 3.75
2S+1: 1
HOMO (eV): -10.2
LUMO energy (eV): -1.03
Charge: 0
Energy relative to the best compared isomer or geometry (same formula, charge and spin) (kcal/mol): 85.29

CARTESIAN COORDINATES (ANGSTROEM)
C  0.15687  -0.65271  -0.04840
C  -0.64173  -1.51673  0.87247
C  0.01645  0.83147  0.23032
O  -1.04049  -1.39286  -0.37827
Br  1.91595  -0.78672  -1.42773
H  -0.87744  0.91351  0.86144
H  -0.32509  1.20213  -0.72209
H  0.79548  1.40192  0.61226

No. 3
Entry from the OMol25 dataset: the molecule C3H3BrO (ωB97M-V/def2-TZVPD).

Calculated values
SMILES string: O=C/C=C/Br
Max |F| (eV/A): 0.79
2S+1: 1
HOMO (eV): -10.1
LUMO energy (eV): -0.27
Charge: 0
Energy relative to the best compared isomer or geometry (same formula, charge and spin) (kcal/mol): 2.48

CARTESIAN COORDINATES (ANGSTROEM)
O  -1.60550  -1.22838  0.11733
C  -1.32770  -0.06480  -0.05267
C  0.03235  0.50203  -0.09315
C  1.07710  -0.29741  0.09758
Br  2.87805  0.17474  0.12171
H  -2.10580  0.71018  -0.19327
H  0.14692  1.55828  -0.27099
H  0.90458  -1.35467  0.27346

No. 4
Entry from the OMol25 dataset: the molecule C3H3Cl2F at a distorted geometry (ωB97M-V/def2-TZVPD).

Calculated values
SMILES string: C=CC(F)(Cl)Cl
Max |F| (eV/A): 2.64
2S+1: 1
HOMO (eV): -10.8
LUMO energy (eV): 0.52
Charge: 0
Energy relative to the best compared isomer or geometry (same formula, charge and spin) (kcal/mol): 8.10

CARTESIAN COORDINATES (ANGSTROEM)
C  -0.15029  1.25376  -2.06792
C  -0.64043  0.87199  -0.89172
C  -0.04129  0.21671  0.23667
F  0.23137  1.07698  1.23415
Cl  -1.27644  -1.04483  0.79608
Cl  1.54275  -0.59701  -0.14702
H  -0.82865  1.84623  -2.68441
H  0.81163  1.13113  -2.48122
H  -1.60055  1.18642  -0.63781

No. 5
Entry from the OMol25 dataset: a structure of composition C3H3Cl2F3O at a distorted geometry (ωB97M-V/def2-TZVPD).

Calculated values
Max |F| (eV/A): 4.45
2S+1: 1
HOMO (eV): -10.3
LUMO energy (eV): 0.48
Charge: 0
Energy relative to the best compared isomer or geometry (same formula, charge and spin) (kcal/mol): 37.65

CARTESIAN COORDINATES (ANGSTROEM)
C  -0.25755  1.20469  0.68591
C  -1.42758  0.31324  0.39434
C  1.34600  0.10833  0.11030
O  1.02182  -0.32995  -1.12125
F  -0.11194  2.31393  0.01069
F  -2.57673  0.77001  0.96751
F  -1.12446  -0.90568  0.87812
Cl  1.56123  -1.25395  1.17849
Cl  2.79135  1.16104  0.15242
H  -0.23285  1.37442  1.73049
H  -1.53832  0.13594  -0.64810
H  1.79509  -0.62023  -1.65975

No. 6
Entry from the OMol25 dataset: a cluster of 2 separate species, C3H3Cl2N2 in total at a distorted geometry (ωB97M-V/def2-TZVPD).

Calculated values
Max |F| (eV/A): 4.71
2S+1: 1
HOMO (alpha / beta) (eV): -14.0 / -14.0
LUMO energy (alpha / beta) (eV): -7.81 / -7.81
Charge: +1
Energy relative to the best compared isomer or geometry (same formula, charge and spin) (kcal/mol): 100.04

CARTESIAN COORDINATES (ANGSTROEM)
C  0.57318  1.14935  -0.13348
C  1.25566  -0.00104  0.00975
C  -0.90541  -0.47405  0.00055
N  0.30460  -1.05388  -0.00978
N  -0.74601  0.84153  -0.00853
Cl  2.85321  -0.66153  -0.03940
Cl  -2.36754  -1.27648  0.07199
H  1.06597  2.06342  -0.28625
H  0.39102  -2.04374  -0.11777
H  -2.42469  1.45644  0.51292

No. 7
Entry from the OMol25 dataset: a structure of composition C3H3Cl2NO at a distorted geometry (ωB97M-V/def2-TZVPD).

Calculated values
Max |F| (eV/A): 3.51
2S+1: 1
HOMO (eV): -9.6
LUMO energy (eV): 0.42
Charge: 0
Energy relative to the best compared isomer or geometry (same formula, charge and spin) (kcal/mol): 70.21

CARTESIAN COORDINATES (ANGSTROEM)
C  1.16373  -0.56347  0.48458
C  0.51550  0.44810  -0.46658
C  -0.95219  0.35632  -0.22128
N  0.39753  -1.28551  1.17810
O  -0.86451  -1.05324  1.04212
Cl  -1.91514  1.51786  0.58397
Cl  -1.82633  -0.35001  -1.52874
H  2.18167  -0.60967  0.63240
H  0.83038  1.51326  -0.21460
H  0.46936  0.02637  -1.48996

No. 8
Entry from the OMol25 dataset: the molecule C3H3Cl2NO at a distorted geometry (ωB97M-V/def2-TZVPD).

Calculated values
SMILES string: O=C1N[C@@H](Cl)[C@@H]1Cl
Max |F| (eV/A): 2.51
2S+1: 1
HOMO (eV): -10.3
LUMO energy (eV): 0.73
Charge: 0
Energy relative to the best compared isomer or geometry (same formula, charge and spin) (kcal/mol): 9.10

CARTESIAN COORDINATES (ANGSTROEM)
O  -1.68458  -1.86615  -0.78608
C  -0.92162  -0.97059  -0.49532
N  0.17790  -0.96967  0.31786
C  0.36311  0.46630  0.23821
Cl  1.82687  0.79048  -0.64284
C  -0.88981  0.56442  -0.70344
Cl  -2.31207  1.41724  -0.05825
H  0.81832  -1.71097  0.20756
H  0.53303  0.79363  1.27290
H  -0.82105  0.82014  -1.78655

Repeat the third record exactly.
Entry from the OMol25 dataset: the molecule C3H3BrO (ωB97M-V/def2-TZVPD).

Calculated values
SMILES string: O=C/C=C/Br
Max |F| (eV/A): 0.79
2S+1: 1
HOMO (eV): -10.1
LUMO energy (eV): -0.27
Charge: 0
Energy relative to the best compared isomer or geometry (same formula, charge and spin) (kcal/mol): 2.48

CARTESIAN COORDINATES (ANGSTROEM)
O  -1.60550  -1.22838  0.11733
C  -1.32770  -0.06480  -0.05267
C  0.03235  0.50203  -0.09315
C  1.07710  -0.29741  0.09758
Br  2.87805  0.17474  0.12171
H  -2.10580  0.71018  -0.19327
H  0.14692  1.55828  -0.27099
H  0.90458  -1.35467  0.27346

Number 6 is which compound? C3H3Cl2N2

Which formula does entry 4 have? C3H3Cl2F